Entry 1
{"formula": "C3H6N2OS", "method": "the ωB97M-V functional and the def2-TZVPD basis", "lumo_energy_ha": 0.0273, "smiles": "CS/C=N\\NC=O", "gap_ev": 9.60, "homo_energy_ev": -8.858, "elements": ["O", "N", "C", "N", "H", "H", "S", "C", "H", "H", "H", "H", "C"], "coordinates": [[-1.14902, -0.70675, -1.49438], [-1.20818, 0.56211, 0.41943], [-1.61483, -0.45074, -0.41298], [-0.51390, 1.67761, -0.08148], [1.07358, 2.41479, -1.00085], [1.09403, -0.63868, 1.43683], [1.84053, 0.22954, -0.67300], [0.66191, 1.50798, -0.54964], [0.54381, -1.67821, 0.10912], [2.26630, -1.68500, 0.60829], [-2.44911, -1.03405, 0.07153], [-1.90680, 0.86660, 1.07618], [1.36167, -1.06520, 0.49095]]}

***

Entry 2
{"formula": "C3H6N2OS", "method": "the ωB97M-V functional and the def2-TZVPD basis", "lumo_energy_ha": 0.0261, "smiles": "ONC(=S)N1CC1", "gap_ev": 9.64, "homo_energy_ev": -8.925, "elements": ["N", "H", "C", "N", "H", "H", "H", "C", "H", "S", "O", "C", "H"], "coordinates": [[1.18349, 0.47872, 0.12849], [2.98675, -0.88578, 1.02865], [2.14870, 0.10986, -0.82245], [-0.80765, 1.06036, 0.89343], [1.68473, -1.68654, -0.03633], [-2.43486, 0.38458, 0.36581], [-0.08472, 1.87813, 1.21927], [-0.20952, 0.14046, 0.11777], [1.86027, -0.44482, -1.92115], [-1.02781, -0.93922, -0.86939], [-2.19680, 0.92478, 1.16200], [2.13763, -0.79606, 0.34223], [2.91545, 0.88463, -1.02084]]}

***

Entry 3
{"formula": "C3H6N2OS", "method": "the ωB97M-V functional and the def2-TZVPD basis", "lumo_energy_ha": 0.0187, "smiles": "[H]/N=C(/NC)SC=O", "gap_ev": 10.20, "homo_energy_ev": -9.696, "elements": ["H", "C", "C", "H", "H", "H", "S", "O", "C", "H", "N", "N", "H"], "coordinates": [[1.34775, -0.74458, -2.23116], [2.40268, 1.58250, 0.49657], [0.62229, 0.35637, -0.61480], [2.49815, 2.14003, 1.51172], [3.15500, 0.67980, 0.72486], [2.96291, 2.06253, -0.48345], [-1.17157, -0.06146, -0.38841], [-2.34021, -1.91924, 0.84099], [-1.24223, -1.36903, 0.88280], [0.30860, 1.86465, 0.71512], [0.99556, 1.15195, 0.47890], [1.43666, 0.05051, -1.49439], [-0.52752, -1.50136, 1.77053]]}

***

Entry 4
{"formula": "C3H6N2OS", "method": "the ωB97M-V functional and the def2-TZVPD basis", "lumo_energy_ha": 0.0305, "smiles": "C/C=N\\O/C=N\\S", "gap_ev": 9.11, "homo_energy_ev": -8.281, "elements": ["H", "H", "H", "S", "N", "O", "H", "C", "C", "H", "C", "H", "N"], "coordinates": [[2.69145, -0.05674, 0.97838], [-1.47267, 2.39287, 0.05788], [-2.19197, -1.42516, 0.02129], [-3.33050, -0.76162, -0.01516], [-0.25070, -0.58309, -0.00183], [-0.32185, 0.81639, -0.00973], [2.01603, 0.99097, -0.23294], [2.21527, -0.06514, -0.03705], [-1.60395, 1.30816, -0.01251], [1.08290, -2.02317, 0.06675], [0.99118, -0.94106, -0.04529], [2.95800, -0.44435, -0.72320], [-2.78317, 0.79194, -0.04660]]}

***

Stability ranking, top and bottom: entry 1 is the most stable and entry 2 is the least stable.